Density functional theory data (ωB97M-V/def2-TZVPD) for 4 unconnected molecules or ions with the total composition C47H37BINO6.

Computed properties:
- HOMO-LUMO gap: 0.276 hartree
- Molar mass: 849.530 g mol⁻¹
- HOMO level: -0.319 hartree
- Total charge: 0
- SMILES: O=C1c2ccccc2C(=O)c2ccccc21.O=C1c2ccccc2C(=O)c2ccccc21.O=C1c2ccccc2C(=O)c2ccccc21.CNCBCCCI

CARTESIAN COORDINATES (ANGSTROEM)
C 2.32940 -0.63314 0.73249
N 1.93614 0.77209 0.67094
C 0.55685 0.99808 1.12251
B -0.24242 2.15000 0.41415
C -1.77138 2.40662 0.65030
C -2.57790 1.44997 1.54240
C -3.71098 0.72890 0.83027
I -5.18980 2.01829 -0.01965
H 2.38503 -1.04014 1.75894
H 1.60510 -1.23308 0.17106
H 3.30562 -0.77189 0.26149
H 2.56982 1.31318 1.24615
H 0.00035 0.05226 1.03355
H 0.49331 1.20652 2.21461
H 0.33934 2.90396 -0.30940
H -2.23655 2.49048 -0.34631
H -1.85049 3.44278 1.01844
H -2.96740 1.95308 2.43049
H -1.91791 0.65240 1.91180
H -3.34739 0.10492 0.01385
H -4.26856 0.09602 1.51870
C -0.97413 -1.31977 -1.32249
C -1.40444 -2.24924 -0.38391
C -1.05931 -3.58425 -0.51739
C -0.27933 -3.99334 -1.59376
C 0.14730 -3.06078 -2.53877
C -0.20265 -1.72276 -2.40047
C 1.00458 -3.46296 -3.69156
O 1.37190 -2.65153 -4.51279
C 1.37652 -4.90109 -3.80140
C 2.18510 -5.30637 -4.85831
C 2.56928 -6.63260 -4.96661
C 2.14729 -7.56181 -4.02159
C 1.34194 -7.16378 -2.96783
C 0.95149 -5.83281 -2.85436
C 0.11615 -5.42712 -1.69092
O -0.18942 -6.22244 -0.82394
H -1.23716 -0.27424 -1.21223
H -2.00639 -1.93024 0.45867
H -1.37943 -4.32643 0.20212
H 0.15081 -1.01604 -3.13924
H 2.50627 -4.56402 -5.57659
H 3.20224 -6.94561 -5.78679
H 2.45177 -8.59684 -4.10750
H 1.00318 -7.86828 -2.21974
C 2.49410 -4.43534 0.63446
C 2.77628 -5.73339 0.21831
C 4.04403 -6.05510 -0.23780
C 5.03522 -5.07949 -0.28332
C 4.75114 -3.77860 0.13473
C 3.47775 -3.46152 0.59618
C 5.78423 -2.70580 0.08769
O 5.53884 -1.57829 0.46190
C 7.12882 -3.06931 -0.44383
C 8.10950 -2.08541 -0.51951
C 9.36575 -2.39716 -1.01215
C 9.64951 -3.69285 -1.43119
C 8.67725 -4.67625 -1.35714
C 7.41338 -4.36882 -0.86351
C 6.38511 -5.44728 -0.79703
O 6.63759 -6.57875 -1.15239
H 1.49717 -4.18567 0.97664
H 1.99229 -6.47905 0.22935
H 4.28418 -7.05215 -0.58282
H 3.28071 -2.44472 0.91223
H 7.86398 -1.08556 -0.18756
H 10.12764 -1.63068 -1.07153
H 10.63207 -3.93348 -1.81615
H 8.87358 -5.69108 -1.67619
C -9.58577 7.93325 3.45066
C -8.99902 8.99998 4.12373
C -7.64958 9.26608 3.96265
C -6.87782 8.46476 3.12725
C -7.46639 7.39558 2.45191
C -8.82275 7.13337 2.61656
C -6.66828 6.51911 1.54730
O -7.18260 5.60104 0.94524
C -5.21337 6.81486 1.41268
C -4.43900 5.99760 0.59682
C -3.08421 6.24838 0.45141
C -2.49650 7.31631 1.12203
C -3.26327 8.13170 1.93841
C -4.62419 7.88420 2.08726
C -5.42714 8.77481 2.97272
O -4.92024 9.71405 3.54787
H -10.64076 7.72788 3.57842
H -9.59802 9.62383 4.77452
H -7.17044 10.09031 4.47381
H -9.25532 6.29868 2.08138
H -4.91691 5.16921 0.09233
H -2.48441 5.61393 -0.18889
H -1.43825 7.51192 1.00488
H -2.82962 8.96795 2.47033